105
Properties=species:S:1:pos:R:3:forces:R:3:lowdin_spin:R:1 method="wB97M-V/def2-TZVPD" e_above_lowest_kcal_mol=110.8 charge=-2 spin_multiplicity=5 e_tot_ha=-5150.44522 orbital_gap_ev="5.2063 / 6.0611" fmax_ev_per_a=0.7 s_squared=6.03 e_lumo_ev="4.09 / 4.09"
Cr 0.8418 0.2369 -0.9137 0.4 0.3 -0.5 3.70
C 1.0270 -3.5817 3.2604 0.0 0.0 0.0 0.00
C 1.0936 -2.9946 1.8736 0.1 0.1 0.0 0.00
C 0.0903 -3.1546 1.0046 0.0 0.0 -0.1 0.01
C 0.1616 -2.5870 -0.3789 0.0 0.0 0.2 0.01
C 1.4329 -1.7540 -0.6987 0.1 0.0 0.3 -0.02
N 1.1106 -1.5782 -3.1792 0.1 0.1 0.0 0.01
C -0.1335 -1.2615 -3.7060 0.0 0.0 0.0 0.00
C -1.0909 -2.2547 -3.9172 -0.1 0.0 0.0 0.00
C -2.3296 -1.9872 -4.4665 0.0 0.0 0.0 0.00
C -2.6576 -0.7126 -4.8881 0.0 0.0 0.0 0.00
C -4.0011 -0.3850 -5.4832 0.0 0.0 0.0 0.00
C -1.6940 0.2749 -4.7219 0.0 0.0 0.0 0.00
C -0.4555 0.0603 -4.1322 0.0 -0.1 0.0 0.00
C 0.5273 1.2407 -3.9128 -0.1 0.0 -0.1 0.01
O 1.1567 1.2395 -2.7254 0.0 -0.1 0.3 0.05
C 1.5894 1.2118 -5.0706 0.0 0.0 0.0 0.00
F 2.3038 2.3508 -5.1591 0.0 0.0 0.0 0.00
F 2.4745 0.2225 -4.8941 0.0 0.0 0.0 0.00
F 1.0399 1.0212 -6.2901 -0.1 0.0 -0.1 0.00
C -0.1828 2.6341 -4.0398 -0.1 0.0 0.0 0.00
F -1.2855 2.6979 -3.2740 -0.1 0.0 0.0 0.00
F 0.6093 3.6295 -3.6323 0.1 0.0 0.0 0.00
F -0.5689 2.9673 -5.3024 0.0 0.0 0.0 0.00
C 2.4428 -1.5968 0.3499 0.0 -0.1 0.0 0.00
C 2.2689 -2.1681 1.5619 -0.1 0.0 0.0 0.02
C 3.4082 -0.3940 0.1161 0.0 0.0 0.0 0.01
O 2.6778 0.7177 -0.1734 0.0 -0.1 -0.2 0.04
C 4.2802 -0.0506 1.3534 -0.1 0.0 0.0 0.00
F 5.1167 -1.0477 1.7239 0.0 -0.1 0.0 0.00
F 3.5242 0.2449 2.4264 0.0 0.0 0.0 0.00
F 5.0481 1.0347 1.1634 0.0 0.1 0.0 0.00
C 4.3917 -0.7132 -1.0520 0.0 0.0 0.1 0.00
F 3.7698 -0.6350 -2.2316 0.0 0.0 -0.1 0.00
F 5.4443 0.1226 -1.1366 0.0 0.0 0.0 0.00
F 4.9156 -1.9576 -0.9493 0.0 0.0 0.0 0.00
H 0.3064 -4.3992 3.3059 0.0 0.0 0.0 0.00
H 0.7262 -2.8286 3.9950 0.0 0.1 0.0 0.00
H 2.0032 -3.9613 3.5728 0.0 0.0 0.0 0.00
H -0.7837 -3.7476 1.2589 0.0 0.0 0.0 0.00
H 1.4529 -4.0964 -0.8522 0.0 0.0 0.0 0.00
H -0.8494 -3.2673 -3.6486 0.0 0.0 0.0 0.00
H -3.0450 -2.7966 -4.5719 0.0 0.0 0.0 0.00
H -4.6182 -1.2816 -5.5606 0.0 0.0 0.0 0.00
H -3.9093 0.0457 -6.4838 0.0 0.0 0.0 0.00
H -4.5436 0.3362 -4.8668 0.0 0.0 0.0 0.00
H -1.9525 1.2658 -5.0650 0.0 0.0 0.0 0.00
H 2.9319 -1.9514 2.3880 0.0 0.0 0.0 0.00
C 1.7679 0.0889 4.7772 0.0 -0.1 0.0 0.00
C 0.3976 0.5496 5.1879 0.1 0.0 0.0 0.00
C 0.1082 0.6096 6.5533 0.0 0.0 0.0 0.00
C -1.1139 1.0606 7.0176 0.0 0.0 0.0 0.00
C -2.0800 1.4536 6.1035 0.0 0.0 0.0 0.00
C -1.8035 1.3868 4.7465 0.0 -0.1 0.0 0.00
C -0.5719 0.9444 4.2587 -0.1 0.1 0.0 0.02
Sb -0.1780 0.9094 2.0880 -0.4 -0.1 0.3 0.04
C -2.2708 0.6440 1.6142 0.1 0.0 0.1 0.00
C -2.9173 -0.3753 2.3102 0.0 0.0 0.0 0.00
C -4.2246 -0.7363 2.0197 0.0 0.0 0.0 0.00
C -4.9050 -0.0682 1.0152 0.0 0.0 0.0 0.00
C -4.2606 0.9280 0.2991 0.0 0.0 0.0 0.00
C -2.9407 1.2812 0.5667 0.0 0.1 -0.1 0.00
C -2.2539 2.2789 -0.3167 0.0 0.0 -0.1 0.01
C 0.2185 3.0409 2.0012 0.2 0.0 -0.1 0.00
C 1.5490 3.2485 1.6177 -0.1 0.0 0.0 0.00
C 2.0997 4.5208 1.5632 0.0 0.0 0.0 0.00
C 1.3143 5.6157 1.8846 0.0 0.0 0.0 0.00
C -0.0111 5.4231 2.2385 0.0 0.0 0.0 0.00
C -0.5798 4.1516 2.2977 0.0 0.0 0.1 0.00
C -2.0364 4.0589 2.6701 0.0 0.0 0.0 0.00
H 2.1780 -0.6079 5.5106 0.0 0.0 0.0 0.00
H 2.4543 0.9342 4.7001 0.0 0.0 0.0 0.00
H 1.7609 -0.4006 3.8049 0.0 0.0 0.0 0.00
H 0.8674 0.2911 7.2605 0.0 0.0 0.0 0.00
H -1.3128 1.0983 8.0827 0.0 0.0 0.0 0.00
H -3.0507 1.7981 6.4403 0.0 0.0 0.0 0.00
H -2.5850 1.6571 4.0527 0.0 0.0 -0.1 0.00
H -2.3934 -0.9084 3.0963 0.0 0.0 0.0 0.00
H -4.6981 -1.5430 2.5655 0.0 0.0 0.0 0.00
H -5.9242 -0.3402 0.7680 0.0 0.0 0.0 0.00
H -4.7755 1.4229 -0.5167 0.0 0.0 0.0 0.00
H -2.9715 2.8258 -0.9295 0.0 0.0 0.0 0.00
H -1.5904 1.7510 -1.0059 0.0 0.0 0.0 0.00
H -1.6577 3.0016 0.2435 0.0 -0.1 -0.1 0.00
H 2.1538 2.4037 1.3062 0.1 -0.1 0.0 0.00
H 3.1271 4.6466 1.2468 0.0 0.0 0.0 0.00
H 1.7217 6.6189 1.8367 0.0 0.0 0.0 0.00
H -0.6370 6.2818 2.4629 0.0 0.0 0.0 0.00
H -2.6104 4.8155 2.1305 0.0 0.0 0.0 0.00
H -2.1737 4.2341 3.7400 0.0 0.0 0.0 0.00
H -2.4618 3.0882 2.4280 0.0 0.0 0.0 0.00
Cl 3.5927 -5.3611 -4.1721 0.0 0.0 0.0 0.00
C 2.3808 -4.4725 -3.2433 0.0 0.0 0.0 0.00
C 1.0696 -5.1235 -3.1734 0.1 0.0 -0.1 0.00
C 0.1581 -4.6628 -2.3061 0.0 0.0 0.1 0.00
C 0.6739 -3.5761 -1.4354 -0.1 0.0 -0.1 0.00
C 1.5555 -2.4982 -2.0907 0.0 0.0 -0.1 0.00
C 2.6925 -3.2748 -2.7331 0.0 0.0 0.1 0.00
C -1.1367 -1.8397 -0.7424 0.1 0.0 0.0 0.01
O -2.2011 -2.4478 -0.7382 -0.1 -0.1 0.0 0.01
O -0.9857 -0.5870 -1.0159 -0.2 0.1 0.0 0.04
H 0.8778 -5.9548 -3.8389 0.0 0.0 0.0 0.00
H -0.8251 -5.1025 -2.1977 0.0 0.0 0.0 0.00
H 1.6904 -0.7520 -3.1041 0.0 0.0 0.0 0.00
H 3.6618 -2.8414 -2.9227 0.0 0.0 0.0 0.00